1.
DFT (the ωB97M-V functional and the def2-TZVPD basis) results for a cluster of 3 separate species, C3H9NO3 in total.

Summary:
- energy relative to the best compared isomer or geometry (same formula, charge and spin) (kJ/mol) = 492.3
- SMILES = CC=O.C=N.OO
- E_tot (eV) = -10885.4794
- frontier orbital gap (eV) = 9.898
- E_HOMO (eV) = -9.342
- max |F| (hartree/bohr) = 0.039
- total charge = 0

CARTESIAN COORDINATES (ANGSTROEM)
C1 1.0801 0.7300 0.8821
C2 -0.8796 -1.6482 0.4784
C3 2.0819 0.6057 -0.2198
N1 -0.6997 -1.4232 -0.7566
O1 -1.8724 1.0043 -1.3368
O2 0.1711 1.5280 0.8876
O3 -2.4498 1.2367 -0.0760
H1 -1.7911 1.7942 0.3745
H2 1.3128 0.1299 1.7896
H3 -1.4185 0.0766 -1.2538
H4 -0.3925 -2.2258 -1.3171
H5 -1.2994 -0.8545 1.0900
H6 -0.8155 -2.6291 0.9464
H7 3.0625 0.9347 0.1055
H8 2.1524 -0.4466 -0.5164
H9 1.7576 1.1872 -1.0776

2.
DFT (the ωB97M-V functional and the def2-TZVPD basis) results for a cluster of 3 separate species, C35H30O13P2S in total.

Summary:
- SMILES = O=COCCCC[C@@H]1OS(=O)(=O)O[C@H]1PP(=O)(O)O.O=C1c2ccccc2C(=O)c2ccccc21.O=C1c2ccccc2C(=O)c2ccccc21
- E_tot (eV) = -92814.2589
- frontier orbital gap (eV) = 8.694
- E_HOMO (eV) = -9.741
- max |F| (hartree/bohr) = 0.020
- total charge = 0

CARTESIAN COORDINATES (ANGSTROEM)
O1 1.6458 -5.7899 -2.1252
C1 2.3320 -5.1122 -2.8094
O2 3.1749 -4.1576 -2.3472
C2 2.6446 -2.8303 -2.5346
C3 3.7414 -1.8394 -2.2330
C4 4.1773 -1.6370 -0.7590
C5 3.2477 -2.1208 0.3541
C6 3.4550 -3.5956 0.7504
O3 2.3106 -4.3990 0.4307
S1 1.3213 -4.5754 1.6396
O4 0.9696 -5.9488 1.7669
O5 0.3075 -3.5773 1.5942
O6 2.3600 -4.2234 2.7789
C7 3.6492 -3.8317 2.2531
P1 4.9019 -5.1571 2.7489
P2 5.2647 -6.2397 0.9057
O7 5.9239 -5.3473 -0.0601
O8 3.9788 -7.0006 0.3778
O9 6.1535 -7.4796 1.3649
H1 2.3734 -5.2342 -3.8986
H2 1.7446 -2.7040 -1.9316
H3 2.3501 -2.7078 -3.5822
H4 3.4581 -0.8810 -2.6639
H5 4.6079 -2.1941 -2.7912
H6 4.3044 -0.5658 -0.6064
H7 5.1624 -2.0787 -0.6179
H8 3.4602 -1.5095 1.2320
H9 2.1938 -1.9608 0.1348
H10 4.2872 -3.9868 0.1773
H11 3.9296 -2.9389 2.8010
H12 4.0429 -6.0538 3.4035
H13 3.1527 -6.7129 0.7938
H14 7.0305 -7.1597 1.6213
C8 -2.3103 -2.1622 2.7730
C9 -3.5917 -1.6729 2.5458
C10 -3.8437 -0.3127 2.6191
C11 -2.8136 0.5642 2.9296
C12 -1.5287 0.0705 3.1776
C13 -1.2814 -1.2925 3.0924
C14 -0.4088 0.9844 3.5393
O10 0.7129 0.5629 3.7338
C15 -0.7060 2.4432 3.6422
C16 0.3096 3.3147 4.0135
C17 0.0593 4.6740 4.0924
C18 -1.2053 5.1700 3.7947
C19 -2.2224 4.3062 3.4261
C20 -1.9786 2.9416 3.3540
C21 -3.0942 2.0253 2.9727
O11 -4.1921 2.4647 2.7013
H15 -2.1091 -3.2213 2.6956
H16 -4.3948 -2.3555 2.3022
H17 -4.8336 0.0794 2.4317
H18 -0.2826 -1.6648 3.2641
H19 1.2899 2.9180 4.2375
H20 0.8507 5.3510 4.3850
H21 -1.3966 6.2332 3.8513
H22 -3.2095 4.6792 3.1910
C22 -1.5646 2.5077 -0.0688
C23 -0.4049 2.6932 -0.8133
C24 -0.4721 3.2546 -2.0762
C25 -1.7023 3.6244 -2.6040
C26 -2.8685 3.4246 -1.8611
C27 -2.7953 2.8708 -0.5887
C28 -4.2050 3.7848 -2.4174
O12 -5.2180 3.6213 -1.7731
C29 -4.2542 4.3496 -3.7978
C30 -5.4888 4.6537 -4.3565
C31 -5.5572 5.1883 -5.6313
C32 -4.3922 5.4269 -6.3526
C33 -3.1593 5.1233 -5.8021
C34 -3.0854 4.5795 -4.5261
C35 -1.7479 4.2396 -3.9614
O13 -0.7310 4.4542 -4.5867
H23 -1.5009 2.0731 0.9147
H24 0.5530 2.4009 -0.4025
H25 0.4224 3.4113 -2.6627
H26 -3.7028 2.7285 -0.0165
H27 -6.3869 4.4674 -3.7846
H28 -6.5199 5.4214 -6.0661
H29 -4.4484 5.8492 -7.3470
H30 -2.2468 5.3018 -6.3533

3.
DFT (the ωB97M-V functional and the def2-TZVPD basis) results for a cluster of 11 separate species, CH23NO12 in total.

Summary:
- energy relative to the best compared isomer or geometry (same formula, charge and spin) (kJ/mol) = 456.7
- E_tot (eV) = -27466.6312
- frontier orbital gap (eV) = 7.743
- E_HOMO (eV) = -8.126
- max |F| (hartree/bohr) = 0.295
- total charge = 0

CARTESIAN COORDINATES (ANGSTROEM)
N1 0.2481 0.0417 -0.0536
H1 -0.4439 -0.5933 -0.4236
H2 -0.0829 0.3317 0.7504
H3 0.3261 0.6997 -0.7066
H4 1.0931 -0.4783 0.1564
C1 -2.4079 0.9687 -2.4186
O1 -3.2299 1.7727 -1.8706
O2 -2.2719 -0.2873 -2.0156
O3 -1.7609 1.2577 -3.4236
H5 -2.7089 -0.4963 -1.0966
O4 -0.5189 -1.0433 2.9794
H6 -0.1099 -0.1553 3.1754
H7 -1.3569 -0.6453 2.9174
O5 1.1861 -2.0563 -1.9506
H8 1.7381 -2.5263 -2.6236
H9 0.9841 -1.1833 -2.3206
O6 -2.5959 0.4387 1.1674
H10 -3.4169 0.9837 1.0634
H11 -3.3739 -0.1273 0.9624
O7 3.6621 -2.1843 1.4824
H12 3.5641 -2.0183 0.6494
H13 3.2981 -3.0683 1.4484
O8 0.7181 0.5987 -2.7876
H14 -0.3239 0.6537 -3.1066
H15 1.2541 1.1087 -3.2266
O9 -0.4279 -3.4643 -0.6956
H16 -0.0419 -2.9243 -1.3126
H17 -0.1239 -4.3903 -0.6036
O10 0.7061 1.3587 3.4164
H18 1.5641 1.8797 3.5084
H19 0.0781 1.9457 3.5594
O11 2.8211 1.4367 0.2864
H20 2.5251 2.3467 0.0444
H21 3.4081 1.3617 0.8354
O12 -0.9949 2.7647 0.6614
H22 -1.4299 2.5667 1.5844
H23 -1.5519 3.1267 -0.0106

4.
DFT (the ωB97M-V functional and the def2-TZVPD basis) results for a structure of composition C13H15BIrN8S.

Summary:
- energy relative to the best compared isomer or geometry (same formula, charge and spin) (kJ/mol) = 13.9
- E_tot (eV) = -39978.6719
- frontier orbital gap (spin up / spin down) (eV) = 7.182 / 5.789
- spin multiplicity = 2
- E_HOMO (spin up / spin down) (eV) = -14.788 / -14.793
- max |F| (hartree/bohr) = 0.022
- total charge = +2

CARTESIAN COORDINATES (ANGSTROEM)
Ir1 -0.2258 -0.7733 -0.5690
N1 1.8934 -0.8823 -0.3229
C1 2.4358 0.4727 -0.2195
C2 3.7318 0.7332 0.1191
C3 4.2030 2.0624 0.1435
C4 3.3683 3.0974 -0.1739
C5 2.0138 2.8533 -0.5024
C6 1.0883 3.8813 -0.8005
C7 -0.2158 3.5638 -1.0576
C8 -0.6120 2.2184 -1.0134
N2 0.2358 1.2413 -0.7711
C9 1.5481 1.5265 -0.5146
H1 2.2386 -1.3055 -1.1850
H2 2.2258 -1.4861 0.4269
H3 4.4090 -0.0800 0.3496
H4 5.2349 2.2520 0.4021
H5 3.7289 4.1174 -0.1699
H6 1.4223 4.9107 -0.8120
H7 -0.9531 4.3193 -1.2840
H8 -1.6424 1.9387 -1.1869
N3 -2.9616 -2.5095 0.6418
C10 -3.4694 -1.5675 -0.1393
N4 -4.7784 -1.3826 -0.1883
S1 -2.4988 -0.5553 -1.1437
H9 -3.5537 -3.1267 1.1779
H10 -1.9792 -2.7283 0.5746
H11 -5.4257 -2.0028 0.2745
H12 -5.1652 -0.6603 -0.7754
N5 -0.7291 -6.7221 -3.5876
C11 -0.4809 -5.8129 -2.9275
N6 -0.2012 -4.8041 -2.1452
C12 -0.2242 -3.6703 -1.7684
N7 -0.2241 -2.5531 -1.3050
B1 -0.9209 0.6059 3.8096
C13 -0.6321 0.1654 2.3673
N8 -0.5013 -0.1632 1.2783
H13 -1.4556 -0.1551 4.5326
H14 -0.8646 1.8412 3.9415
H15 -0.0625 1.1402 4.5240

5.
DFT (the ωB97M-V functional and the def2-TZVPD basis) results for a cluster of 2 separate species, C4H8O2 in total.

Summary:
- energy relative to the best compared isomer or geometry (same formula, charge and spin) (kJ/mol) = 469.7
- E_tot (eV) = -8368.4135
- frontier orbital gap (eV) = 8.378
- E_HOMO (eV) = -7.471
- max |F| (hartree/bohr) = 0.005
- total charge = 0

CARTESIAN COORDINATES (ANGSTROEM)
C1 -1.8279 -0.2787 0.5245
C2 -0.2242 -0.9616 -0.7611
O1 0.0646 0.1587 -1.4394
C3 0.9934 0.9337 -0.6676
C4 1.5043 -0.0609 0.3847
O2 0.7332 -1.2462 0.1344
H1 -2.1937 -1.0116 1.2495
H2 -2.6461 0.2065 -0.0146
H3 -1.2085 0.4671 1.0291
H4 -1.3131 -1.2473 -0.5533
H5 1.7691 1.2976 -1.3443
H6 0.4680 1.7833 -0.2201
H7 1.3212 0.2779 1.4088
H8 2.5597 -0.3186 0.2692

6.
DFT (the ωB97M-V functional and the def2-TZVPD basis) results for a cluster of 5 separate species, C17H38O11P in total.

Summary:
- E_tot (eV) = -50046.3397
- frontier orbital gap (eV) = 7.627
- E_HOMO (eV) = -11.639
- max |F| (hartree/bohr) = 0.021
- total charge = +1

CARTESIAN COORDINATES (ANGSTROEM)
O1 2.4782 -4.0479 1.1711
O2 3.4020 -3.3625 2.0005
C1 4.4259 -2.8898 1.1908
P1 4.9964 -4.0803 -0.0852
O3 5.5429 -3.2296 -1.3169
H1 2.0286 -4.6440 1.7903
H2 5.2224 -2.5861 1.8632
H3 4.1028 -1.9868 0.6399
H4 3.8971 -4.7989 -0.5618
H5 6.0002 -4.9641 0.3242
H6 4.7564 -2.8163 -1.7194
O4 2.5014 -0.6692 0.7712
C2 1.4692 -0.9093 0.1786
O5 1.4019 -0.6654 -1.1268
C3 0.2773 -1.0502 -1.9500
C4 -0.8343 -0.0258 -1.8884
C5 0.2430 -1.3924 0.9075
H7 -0.0627 -2.0537 -1.6881
H8 0.6675 -1.1102 -2.9652
H9 -1.2316 0.0773 -0.8844
H10 -1.6407 -0.3045 -2.5506
H11 -0.4548 0.9525 -2.1871
H12 -0.2670 -0.5380 1.3523
H13 0.5589 -2.0710 1.6965
H14 -0.4557 -1.9421 0.2839
O6 -3.4346 0.3848 -1.5578
C6 -4.4786 0.1820 -2.1207
O7 -4.5564 0.4132 -3.4410
C7 -5.6881 0.0560 -4.2444
C8 -6.7698 1.1140 -4.1908
C9 -5.7112 -0.2423 -1.3607
H15 -6.0577 -0.9334 -3.9717
H16 -5.3073 -0.0239 -5.2610
H17 -7.1619 1.2384 -3.1815
H18 -7.5960 0.8487 -4.8503
H19 -6.3686 2.0789 -4.5001
H20 -6.1708 0.6400 -0.9180
H21 -5.4056 -0.9192 -0.5661
H22 -6.4476 -0.7691 -1.9628
O8 4.7864 4.4073 -3.6384
C10 4.7560 3.8312 -2.5899
O9 5.1587 2.5433 -2.5377
C11 5.3207 1.8121 -1.3224
C12 4.0117 1.2159 -0.8421
C13 4.1997 4.4855 -1.3463
H23 5.8026 2.4283 -0.5612
H24 6.0209 1.0108 -1.5603
H25 3.2790 1.9905 -0.6147
H26 4.1663 0.6216 0.0500
H27 3.5762 0.5857 -1.6154
H28 3.1132 4.4134 -1.3670
H29 4.4871 5.5338 -1.3575
H30 4.5713 4.0642 -0.4148
O10 -3.8301 -0.7499 2.9211
C14 -3.2803 -0.1558 3.8060
O11 -2.5023 0.9027 3.5115
C15 -1.9374 1.7802 4.4902
C16 -0.6408 1.2339 5.0515
C17 -3.3711 -0.6272 5.2391
H31 -2.6651 2.0096 5.2694
H32 -1.7407 2.7126 3.9642
H33 -0.7938 0.2865 5.5692
H34 -0.1998 1.9416 5.7534
H35 0.0705 1.0484 4.2456
H36 -2.6555 -1.4339 5.3917
H37 -4.3763 -1.0048 5.4089
H38 -3.1984 0.1524 5.9770

Question: What is the total charge in the sixth record?
Answer: +1

Question: The lowest max |F| belongs to which entry?
Answer: C4H8O2

Question: Which value of max |F| does entry 2 give?
Answer: 0.020 hartree/bohr

Question: Among the records above, which one has the lowest max |F|?
Answer: C4H8O2